An isolated molecule of C15H11N3O2 at a distorted geometry, computed with wB97M-V/def2-TZVPD.

The geometry in ORCA input format:
```
! RIJCOSX wB97M-V def2-TZVPD def2/J DEFGRID3
* xyz 0 1
C 2.79 1.09 -1.74
C 1.34 0.79 -1.50
C 0.61 0.59 -2.64
C -0.65 0.01 -2.59
N -1.46 -0.37 -3.62
N -2.58 -0.75 -2.89
C -2.35 -0.89 -1.55
O -3.25 -1.30 -0.84
N -1.15 -0.29 -1.30
C -0.54 0.02 -0.09
C -1.13 -0.11 1.22
C -0.56 0.54 2.33
C -1.42 0.75 3.60
C -2.84 0.39 3.73
C -3.14 0.84 4.97
O -2.11 1.34 5.63
C -1.10 1.44 4.74
C 0.72 1.14 2.21
C 1.31 1.26 0.95
C 0.71 0.67 -0.19
H 2.89 2.17 -1.42
H 3.44 0.49 -1.02
H 3.13 0.85 -2.73
H 1.08 0.70 -3.63
H -3.53 -0.87 -3.35
H -2.16 -0.50 1.19
H -3.47 0.27 2.85
H -4.10 0.71 5.36
H -0.09 2.03 4.92
H 1.11 1.69 2.98
H 2.21 1.86 0.77
*
```

As for the gap between HOMO and LUMO: 0.2796 Eh. For the energy above the lowest of the compared OMol25 structures with the same formula, charge and spin, the calculation gives 111.2 kJ/mol. Its strongest force on any atom is 0.07928 Eh/bohr. As for the SMILES: Cc1cc2n[nH]c(=O)n2c2cc(-c3ccoc3)ccc12.